Model w:
The molecule C4H7NO2, computed with ωB97M-V with the def2-TZVPD basis set.

```
14
C4H7NO2 (ωB97M-V with the def2-TZVPD basis set)
C 3.18718 -0.41097 -0.44839
C 2.10709 -0.31297 0.04853
C -0.37208 1.76129 0.07400
C -0.35201 -2.01539 0.06060
N 0.82106 -0.10431 0.35790
O 0.45245 1.08400 1.02031
O 0.23650 -1.18575 1.02618
H 4.27674 -0.43507 -0.70916
H 0.20604 2.45406 -0.54990
H -0.96453 2.49564 0.68405
H -0.99754 1.02040 -0.40086
H -1.38132 -1.61978 -0.09277
H -0.41102 -3.10825 0.44290
H 0.40493 -2.07179 -0.76620
```

Output
2S+1: 3
LUMO energy (alpha / beta): 0.94 / -2.31 eV
highest occupied orbital energy (alpha / beta): -4.15 / -10.06 eV

=====

Model x:
The molecule C4H7NO2, computed with ωB97M-V with the def2-TZVPD basis set.

```
14
C4H7NO2 (ωB97M-V with the def2-TZVPD basis set)
C 1.64274 0.03327 0.17070
C -0.54290 -0.89102 -1.07446
C -0.02396 0.08967 -0.01424
C -0.69107 1.44248 0.28667
N -0.61591 -1.15237 0.45472
O 2.04093 -1.19019 0.39128
O 2.30779 1.04024 0.21637
H -1.52217 -0.56362 -1.48482
H 0.04983 -1.50229 -1.72022
H -0.41872 1.72898 1.33072
H -1.76775 1.21793 0.29309
H -0.34228 2.33747 -0.29335
H -1.49794 -0.81546 0.89219
H 1.38139 -1.77510 0.55135
```

Output
2S+1: 3
LUMO energy (alpha / beta): 0.84 / -2.70 eV
highest occupied orbital energy (alpha / beta): -4.62 / -10.42 eV

=====

Relative to the most stable one, in kJ/mol, the structures come out at model w 465.6; model x 0.0.

=====

Model w:
A cluster of 2 separate species, C4H8F2N2 in total, computed with ωB97M-V with the def2-TZVPD basis set.

```
16
C4H8F2N2 (ωB97M-V with the def2-TZVPD basis set)
C -2.28944 -0.24168 0.60201
C 1.50468 -1.50742 -0.19072
C 0.87401 0.96056 -0.61436
C 1.85081 -0.06705 -0.07687
N -2.90887 0.76023 0.09123
N -0.05730 1.46121 0.01474
F 1.83978 0.24133 1.31979
F 3.10358 0.25549 -0.52383
H -2.92250 -1.03589 0.65619
H 0.41519 -1.54968 -0.19379
H 1.83120 -2.19091 0.60487
H 2.15109 -2.04003 -0.98750
H 1.07791 1.26807 -1.69972
H -3.87080 0.88131 -0.08212
H -2.42977 1.77568 0.09767
H -0.16957 1.02878 0.98242
```

Output
LUMO energy: 1.02 eV
highest occupied orbital energy: -8.39 eV

=====

Model x:
A cluster of 2 separate species, C4H8F2N2 in total, computed with ωB97M-V with the def2-TZVPD basis set.

```
16
C4H8F2N2 (ωB97M-V with the def2-TZVPD basis set)
C -0.87239 -0.22451 0.96496
C 1.10117 -1.18410 -0.89967
C -0.70340 1.18269 0.81662
C 1.36446 -0.05235 0.02071
N -1.78961 -0.81910 0.22823
N -1.15819 1.71741 -0.36260
F 2.07648 -0.24170 1.15240
F 2.03395 0.96759 -0.61182
H -0.50941 -0.72739 1.79351
H 0.11703 -1.01840 -1.38933
H 0.82655 -2.12426 -0.49686
H 1.93842 -1.20706 -1.54004
H -0.02928 1.84502 1.34994
H -1.66608 -1.79800 0.41386
H -1.70091 1.04293 -0.92861
H -1.02876 2.64126 -0.51129
```

Output
LUMO energy (alpha / beta): 0.19 / 0.50 eV
highest occupied orbital energy (alpha / beta): -7.84 / -7.27 eV

=====

Relative to the most stable one, in kJ/mol, the structures come out at model w 10.1; model x 0.0.